Record 1
Entry from the Open Molecules 2025 dataset: a cluster of 5 separate species, C23H45BFN2O16 in total in a non-equilibrium geometry (ωB97M-V/def2-TZVPD).

```
88
Properties=species:S:1:pos:R:3:forces:R:3:lowdin_charge:R:1
H 8.988 -5.836 1.230 0.012 -0.017 -0.154 0.10
H 0.582 1.204 2.117 0.286 -0.191 -0.550 0.12
C -6.870 7.065 -2.412 -0.259 0.261 -0.143 -0.03
H -5.232 0.573 8.631 0.125 0.158 -0.081 0.13
H -7.918 7.196 -2.153 0.076 -0.172 0.158 0.09
B -1.124 0.380 1.964 0.637 -0.075 -0.161 -0.45
H 7.866 -7.066 1.828 -0.195 0.064 -0.121 0.09
H -3.733 -0.088 -1.697 0.257 -0.689 0.157 0.16
O 4.199 -1.747 -3.260 -0.057 -0.048 -0.155 0.00
C -3.111 -1.039 0.873 -0.293 0.945 1.232 -0.02
H -0.620 -3.224 1.004 -0.090 0.324 0.035 0.17
O -1.666 -3.304 -1.410 -0.389 -1.729 -2.382 0.27
C 7.090 -4.995 -3.837 0.176 -0.257 0.094 -0.06
H 7.162 -4.404 -4.751 -0.043 0.017 0.034 0.08
H -6.278 2.842 8.309 0.019 -0.092 0.084 0.08
N -0.566 -2.415 0.374 -0.522 1.016 -0.056 0.20
H -3.372 3.188 -0.754 -0.284 0.110 0.045 0.10
O 3.418 -1.478 -5.369 0.030 -0.082 0.146 0.13
C 5.799 -0.456 -6.085 0.125 0.304 -0.532 -0.21
H -1.969 -0.053 3.983 0.499 -0.452 -0.118 0.08
H 5.458 -1.186 -6.821 -0.147 -0.016 0.156 0.13
H -3.248 3.909 -2.352 -0.111 0.213 -0.028 0.12
O 1.155 -3.674 -0.446 1.621 -4.001 0.264 0.27
H -0.231 0.323 3.963 -0.244 -0.677 -0.026 0.08
H 2.544 -2.986 -3.536 -0.007 0.125 -0.088 0.11
C -3.427 4.131 -1.298 0.477 -0.083 0.065 -0.22
C 0.661 -2.653 -0.344 -0.540 2.505 -0.386 -0.52
H 6.372 -5.803 -3.991 -0.084 0.115 -0.049 0.08
H -6.247 -0.059 7.345 0.200 0.031 -0.219 0.12
H -2.699 -1.728 1.635 -0.200 0.298 -0.457 0.14
C 4.297 -1.395 -4.550 0.190 0.287 -0.084 -0.60
H -2.471 -1.104 -2.545 -0.387 -0.211 0.641 0.15
C -2.029 3.265 6.265 0.261 0.184 -0.025 -0.04
C -1.668 -2.533 -0.551 1.014 0.620 1.261 -0.39
H 7.391 -3.332 -2.477 0.062 -0.150 0.113 0.13
H 6.884 -0.395 -6.170 -0.023 -0.116 0.281 0.12
H -3.220 0.957 1.703 0.320 -0.316 -0.395 0.17
H -1.435 3.001 7.138 -0.141 0.046 0.051 0.10
C -5.135 5.591 -1.964 -0.056 0.161 0.161 -0.60
O 5.525 -0.920 -4.753 -0.079 -0.270 0.128 0.04
C -1.023 -0.241 3.432 -0.475 0.920 -0.534 0.01
H -0.789 -1.321 3.364 -0.069 0.523 0.345 0.07
H -1.393 4.658 -0.810 -0.032 -0.030 0.022 0.08
C -2.488 0.390 1.088 0.890 -0.055 0.209 -0.17
C -2.779 -0.637 -1.593 1.232 1.922 -0.464 -0.02
H -2.395 6.032 -1.296 0.022 -0.090 -0.078 0.08
H 8.767 -7.371 0.335 0.087 0.117 -0.022 0.10
H -1.378 3.289 5.393 -0.168 -0.129 -0.072 0.09
H -6.797 6.854 -3.478 0.145 0.012 0.056 0.10
O -4.755 4.634 -1.107 -0.161 -0.138 -0.131 0.03
C 8.275 -6.604 0.933 0.165 -0.164 0.259 -0.04
O 8.687 -5.039 -1.157 -0.104 0.025 0.091 0.13
C -6.753 1.944 7.914 0.126 0.291 -0.074 -0.06
O 6.449 -4.910 -1.489 -0.006 0.074 0.233 0.03
H -4.197 -0.983 1.067 0.416 -0.229 -0.618 0.15
N -2.858 -1.638 -0.477 -0.654 -0.099 0.549 0.01
C -1.732 0.446 -1.162 -0.276 -0.859 -0.613 -0.15
H -7.525 1.628 8.615 0.021 -0.040 -0.037 0.08
H 2.205 -1.351 -2.891 0.050 -0.004 -0.262 0.09
H -3.662 -2.246 -0.687 0.368 -0.074 0.015 0.21
O 7.182 -6.042 0.203 0.014 0.145 -0.060 0.00
H -2.479 4.249 6.392 0.028 -0.040 0.136 0.10
O -2.301 1.173 -0.104 -0.317 -0.327 -0.145 -0.12
O -4.472 6.040 -2.862 -0.051 -0.141 0.046 0.13
H -2.610 5.329 0.297 0.036 -0.144 0.016 0.08
O -3.045 2.290 6.014 0.036 -0.120 0.012 -0.02
O -0.021 0.983 1.389 -0.999 -0.074 0.950 0.15
C 6.667 -4.125 -2.671 0.075 0.152 -0.558 -0.21
C 2.896 -2.189 -2.880 0.156 -0.235 -0.195 -0.05
H -1.547 1.073 -2.054 -0.291 0.086 0.706 0.15
C 5.193 0.910 -6.329 -0.270 0.055 0.191 -0.06
C -2.392 5.091 -0.745 -0.037 0.269 -0.035 -0.06
O -4.783 1.189 6.690 0.281 -0.081 -0.089 0.03
H 5.486 1.291 -7.307 0.043 -0.031 0.032 0.08
C -3.825 2.037 7.076 -0.295 0.036 -0.032 -0.61
H -7.222 2.219 6.967 -0.070 -0.136 0.023 0.08
H 4.104 0.871 -6.288 0.034 -0.079 -0.095 0.07
H 8.059 -5.459 -3.652 0.016 0.118 -0.002 0.08
C 7.554 -5.297 -0.844 -0.103 -0.134 -0.133 -0.61
O -6.370 5.974 -1.633 0.148 -0.142 -0.057 0.01
F 1.247 -1.609 -0.949 -1.872 0.814 1.148 0.12
H 5.718 -3.645 -2.902 -0.055 -0.105 0.285 0.10
H 5.517 1.615 -5.561 0.139 -0.014 -0.080 0.08
H 2.966 -2.576 -1.873 0.417 0.013 -0.084 0.08
H -6.330 7.978 -2.165 0.072 -0.051 -0.113 0.10
C -5.740 0.837 7.703 -0.490 -0.059 0.381 -0.21
H -0.741 -0.001 -0.913 -0.553 0.190 0.101 0.12
O -3.693 2.509 8.172 0.096 -0.078 -0.117 0.14
```
Positions in Å, forces in eV/Å.

The calculation puts the largest force on an atom at 4.33 eV Å⁻¹. As for the net charge: +1. As for the HOMO-LUMO gap: 7.8 eV.



Record 2
Entry from the Open Molecules 2025 dataset: a structure of composition C23H45Cl3FeN2O6PSi in a non-equilibrium geometry (ωB97M-V/def2-TZVPD).

```
82
Properties=species:S:1:pos:R:3:forces:R:3:lowdin_spin:R:1
Cl 0.347 0.427 3.656 -0.823 0.093 0.377 0.01
Fe 3.901 -0.869 0.885 0.851 -0.083 -0.433 3.65
H 2.851 -2.621 0.619 -0.634 -0.180 0.288 0.01
N 1.508 -4.142 0.411 0.371 -0.338 -0.261 0.00
H 2.059 5.147 0.095 0.453 0.245 -0.192 0.00
H -3.113 0.960 4.562 0.056 -0.272 -0.130 0.00
H -1.650 4.117 3.596 0.061 0.109 0.112 0.00
C 1.894 5.129 -0.991 0.222 0.090 -0.691 0.00
H 2.877 -4.607 1.969 0.060 0.108 -0.184 0.00
C -1.815 3.677 2.624 0.422 -0.010 -0.357 0.00
H -0.754 -3.860 4.186 0.247 0.368 -0.074 0.00
H -0.401 -4.348 -0.455 0.299 -0.174 -0.234 0.00
H -2.406 -2.107 0.904 0.191 0.380 -0.085 0.00
H 3.295 -5.361 0.401 -0.285 0.182 0.156 0.00
H -4.228 2.287 0.791 0.252 -0.186 -0.420 0.00
O -0.383 -2.236 2.921 -0.383 0.077 0.503 0.00
C -0.016 -3.053 4.089 0.097 0.034 0.118 0.00
Si 2.861 0.398 -2.868 0.547 -2.585 0.945 0.56
Cl 2.750 0.401 2.130 0.112 0.621 -0.168 0.15
O -0.322 -0.267 -3.583 -1.358 0.261 0.430 0.01
H 3.156 -1.948 -3.764 -0.086 0.455 -0.186 0.01
H -1.459 2.907 -5.242 0.610 -0.394 0.301 0.00
H -3.516 1.587 -2.710 -0.181 0.188 0.001 0.00
H -2.306 2.164 -0.880 0.059 -0.186 -0.028 0.00
H 4.546 0.526 -4.676 -0.474 0.733 -0.042 0.01
C -2.141 2.560 0.108 -1.029 0.086 0.431 0.00
H 4.845 -1.073 -2.827 -0.229 -0.133 0.240 0.01
O 1.062 -1.927 -0.167 1.217 -1.692 0.809 0.01
C -2.883 2.286 -3.257 0.689 -0.174 -0.221 0.00
C 2.466 -5.052 1.062 0.091 0.094 -0.099 0.00
H -0.229 1.548 -5.200 -0.392 0.554 0.459 0.00
H 4.521 -1.279 -1.144 -0.396 0.389 -0.276 0.00
H 1.667 -1.960 -2.855 0.152 0.798 -0.243 0.00
N -1.677 1.573 -3.664 -0.026 -0.366 -0.404 0.00
C 0.312 3.256 -0.585 1.507 0.411 0.838 0.00
C 1.780 -2.817 0.300 -0.494 0.865 -0.949 0.02
H -3.861 3.148 3.053 0.168 0.197 -0.582 0.00
C -3.219 2.627 1.023 -0.016 -0.079 0.045 0.00
H 0.017 -2.445 5.011 -0.042 -0.248 -0.509 0.00
H 2.599 4.415 -1.446 -0.305 0.272 0.096 0.00
H 0.979 -3.459 3.879 -0.324 0.156 0.024 0.00
C -0.293 7.041 -1.823 -0.287 -0.219 0.315 0.00
O -1.589 -0.341 1.708 0.684 -0.305 1.550 0.00
H -2.160 -0.128 -2.634 0.268 -0.038 0.003 0.00
H -3.852 0.002 3.233 0.367 -0.080 0.149 0.00
H -2.616 -0.566 -0.017 0.339 -0.292 0.209 0.00
H -1.480 5.507 -0.682 0.635 -0.371 -1.230 0.00
H 1.971 6.126 -1.421 0.631 -0.006 0.103 0.00
H -0.990 -1.383 0.014 -0.506 0.114 0.229 0.00
H -3.986 -0.574 4.928 0.105 0.174 -0.132 0.00
C 4.441 -0.514 -1.969 0.573 1.082 -0.097 0.10
Cl 5.549 -1.898 1.946 -0.175 -0.137 -0.420 0.14
H -1.267 7.557 -1.871 0.384 -0.091 -0.032 0.00
H 0.132 7.062 -2.850 -0.110 -0.125 0.695 0.00
C 2.283 -1.317 -3.521 -0.893 -0.151 -0.485 0.08
H 5.223 0.240 -1.815 0.004 -0.094 0.494 0.00
H -0.105 2.935 -4.006 -0.351 -0.458 -0.381 0.00
H 0.537 -5.847 -0.165 -0.192 0.331 -0.515 0.00
H -3.392 2.671 -4.153 -0.070 -0.237 0.245 0.00
C -0.905 3.096 0.413 0.489 0.237 -0.553 0.00
O -2.127 -0.863 4.159 -0.241 -0.129 -0.347 0.00
C -3.069 3.179 2.292 0.300 -0.564 0.092 0.00
H 0.129 4.202 1.965 0.138 -0.361 -0.147 0.00
H -2.616 3.147 -2.629 -0.117 -0.181 -0.087 0.00
C -3.357 -0.047 4.209 0.123 -0.098 0.138 0.00
C -1.918 -1.176 0.573 -0.138 -0.295 -0.870 0.00
H 1.921 -5.954 1.362 0.133 0.239 -0.046 0.00
H 2.937 1.462 -5.008 0.883 -0.057 0.004 0.00
C -0.522 5.625 -1.259 0.461 -0.126 0.899 0.00
C 0.593 -4.811 -0.530 -0.252 0.328 0.284 0.00
O 0.678 2.494 -1.629 -2.003 -1.213 -1.903 0.09
H 1.683 -1.113 -4.431 0.292 -0.487 0.430 0.00
C 3.763 1.221 -4.306 -0.585 0.538 0.980 0.11
C 0.475 4.721 -1.054 -1.842 0.229 0.947 0.00
P -1.015 -0.821 3.070 -0.494 0.644 -0.881 0.00
H 0.958 -4.765 -1.583 -0.221 -0.043 0.781 0.00
C -1.356 0.317 -3.259 0.623 0.774 -0.606 0.00
C -0.772 3.653 1.694 -0.194 0.458 0.275 0.00
H 0.354 7.630 -1.137 -0.260 -0.168 -0.505 0.00
H 4.132 2.156 -3.811 0.133 -0.617 -0.997 0.00
H 1.195 3.012 0.009 -0.001 0.907 1.864 0.00
C -0.798 2.286 -4.592 0.111 0.220 0.142 0.00
```
Positions in Å, forces in eV/Å.

Its energy above the lowest of the compared OMol25 structures with the same formula, charge and spin is 137.3 kJ/mol. The calculation puts the largest force on an atom at 3.02 eV Å⁻¹. Its expectation value of S² is 8.764. The spin multiplicity is 6. As for the HOMO-LUMO gap (spin up / spin down): 5.2 / 5.1 eV.